1.
# C7H17NO

2 unconnected molecules or ions with the total composition C7H17NO (ωB97M-V with the def2-TZVPD basis set, the Open Molecules 2025 dataset).

Cartesian coordinates (Å):
C: 2.05043 0.89709 0.25005
C: 0.59380 1.63578 0.13556
N: -0.46300 1.73069 1.16129
C: -0.27365 2.65871 2.41996
C: -1.60739 0.94353 0.93086
C: -2.03299 0.23896 -0.42863
O: -2.34948 0.90418 1.86380
H: 2.88353 1.55639 0.30640
H: 2.08317 0.45666 -0.84089
H: 1.94707 0.03043 0.85403
H: 0.96656 2.72369 0.02211
H: 0.06938 1.39723 -0.85716
H: 0.78780 2.42383 2.81763
H: -0.57698 3.70445 1.97429
H: -0.95905 2.24374 3.03016
H: -1.31785 -0.12831 -1.08002
H: -2.51602 0.95181 -1.14880
H: -2.61195 -0.59001 -0.17596
C: 1.03530 -2.60495 -1.31961
C: -0.28970 -3.30647 -1.57289
H: 1.89932 -3.13951 -1.72896
H: 1.23769 -1.45984 -1.61694
H: 1.31571 -2.58156 -0.19792
H: -0.72051 -3.31016 -2.47682
H: -0.12882 -4.39198 -1.43679
H: -1.02237 -2.98439 -0.88477

Calculated values
**Energy above the lowest of the compared OMol25 structures with the same formula, charge and spin**: 82.7 kcal/mol
**SMILES string**: CCN(C)C(C)=O.CC
**Kohn-Sham gap**: 9.599 eV
**Energy**: -406.79850 hartree
**Charge**: 0

2.
# C36H24Cl3FInN3O4SSe

A molecular structure, C36H24Cl3FInN3O4SSe (ωB97M-V with the def2-TZVPD basis set, the Open Molecules 2025 dataset).

Cartesian coordinates (Å):
In: 0.52064 1.62981 -1.12394
Cl: -1.77104 4.39136 5.31632
C: -1.11924 4.25289 3.68741
C: -1.84799 4.75394 2.61314
C: -1.35337 4.63459 1.33138
C: -0.11621 3.99277 1.07054
O: 0.27612 3.77977 -0.15037
C: 0.65010 3.60355 2.21403
C: 2.01921 3.18770 1.94304
N: 2.65763 2.30897 2.61181
C: 3.96231 1.92319 2.28687
C: 4.72093 1.40235 3.31328
C: 6.02753 0.92900 3.11674
C: 6.58972 0.96432 1.87425
C: 5.85554 1.47873 0.78445
C: 6.41232 1.55743 -0.51199
C: 5.71514 2.15542 -1.51446
C: 4.40801 2.60841 -1.24353
N: 3.83492 2.49073 -0.07412
C: 4.53563 1.96671 0.96646
C: 0.12157 3.68590 3.49883
H: -2.81570 5.20978 2.78537
H: -1.92868 4.99017 0.48438
H: 2.48113 3.73790 1.12825
H: 4.27052 1.37280 4.29810
H: 6.58210 0.52890 3.95758
H: 7.60230 0.61192 1.70675
H: 7.39105 1.12354 -0.68956
H: 6.11706 2.24447 -2.51511
H: 3.80678 3.04359 -2.03386
H: 0.70372 3.32524 4.33895
Cl: -2.13847 1.04722 1.86921
C: -3.47307 1.91434 1.20876
C: -4.53472 2.15595 2.06525
C: -5.64651 2.85589 1.63531
C: -5.67238 3.33818 0.33819
C: -4.59930 3.11071 -0.50561
Cl: -4.70772 3.78991 -2.10461
C: -3.44389 2.37188 -0.13354
S: -2.21102 2.08300 -1.33491
H: -4.47514 1.78295 3.08019
H: -6.48289 3.02406 2.30319
H: -6.52238 3.89687 -0.03305
C: -0.13412 -6.35062 -1.01106
C: -0.18802 -5.51640 -2.29254
C: -1.31714 -5.93377 -3.22702
C: -2.67437 -5.67105 -2.58444
C: -2.75095 -4.24779 -2.08432
C: -3.97276 -3.63140 -1.90727
C: -4.03889 -2.32388 -1.44404
F: -5.26316 -1.77345 -1.28762
C: -2.91550 -1.60847 -1.13612
C: -1.66963 -2.22100 -1.29301
C: -0.45715 -1.47430 -0.89503
O: -0.57389 -0.37425 -0.34793
C: 0.79331 -2.13837 -1.13447
C: 0.79210 -3.38715 -1.64216
N: -0.32369 -4.09992 -1.95956
C: -1.57724 -3.53352 -1.78013
C: 2.12410 -1.50139 -0.75417
O: 3.08203 -2.28843 -0.63335
O: 2.12598 -0.25340 -0.60440
H: -0.05810 -7.41658 -1.24345
H: -1.02586 -6.18143 -0.40448
H: 0.73221 -6.05622 -0.41707
H: 0.76066 -5.63046 -2.81771
H: -1.20530 -6.99071 -3.47835
H: -1.23803 -5.35170 -4.14840
H: -2.83161 -6.36509 -1.75234
H: -3.47506 -5.85066 -3.30376
H: -4.89070 -4.16388 -2.13218
H: -2.95676 -0.57926 -0.79244
H: 1.74286 -3.88135 -1.80907
Se: 0.98241 1.53909 -3.54151

Calculated values
**Energy above the lowest of the compared OMol25 structures with the same formula, charge and spin**: 24.2 kcal/mol
**Kohn-Sham gap**: 5.157 eV
**Energy**: -6321.85885 hartree
**Charge**: -2

3.
# C24H24N2O4

A single C24H24N2O4 molecule (ωB97M-V with the def2-TZVPD basis set, the Open Molecules 2025 dataset).

Cartesian coordinates (Å):
C: 2.98974 -1.08081 6.61412
C: 1.88866 -0.50303 5.73851
O: 2.34408 -0.53841 4.40277
C: 1.53047 -0.06607 3.42047
C: 0.26099 0.45253 3.61047
C: -0.49040 0.90037 2.53338
C: 0.01651 0.84176 1.24934
C: -0.81272 1.27089 0.07260
C: -2.02222 0.33310 -0.11589
N: -2.39823 0.23656 -1.51541
C: -1.62034 -0.42590 -2.42968
C: -0.44434 -1.18680 -2.02885
C: 0.63401 -1.49849 -2.82341
C: 1.49968 -2.27691 -2.02884
C: 0.88675 -2.39663 -0.81670
O: -0.28115 -1.74446 -0.80831
N: -1.83626 -0.42184 -3.70492
C: -2.91426 0.25306 -4.19448
C: -3.15443 0.25736 -5.57482
C: -4.25038 0.91828 -6.07722
C: -5.13143 1.58877 -5.22745
C: -4.90817 1.59877 -3.86980
C: -3.80069 0.93271 -3.34164
C: -3.53320 0.95682 -1.91065
O: -4.20757 1.54808 -1.09030
C: 1.29745 0.33260 1.05268
C: 2.06101 -0.12517 2.11161
O: 3.30530 -0.67361 2.01720
C: 3.99288 -0.64591 0.78526
C: 4.54395 0.73666 0.44578
H: 3.89634 -0.49280 6.50272
H: 2.68033 -1.07004 7.65545
H: 3.20282 -2.10263 6.31316
H: 1.67030 0.53225 6.03790
H: 0.96994 -1.09822 5.84274
H: -0.16060 0.51369 4.60092
H: -1.47823 1.29882 2.70578
H: -0.19815 1.24952 -0.83083
H: -1.16977 2.29386 0.20799
H: -1.80088 -0.65928 0.27484
H: -2.89459 0.72985 0.40729
H: 0.76852 -1.19355 -3.83945
H: 2.44296 -2.69289 -2.31810
H: 1.17128 -2.89780 0.08774
H: -2.46530 -0.26802 -6.21656
H: -4.43520 0.91920 -7.14162
H: -5.98825 2.10013 -5.63962
H: -5.57000 2.11174 -3.18833
H: 1.68848 0.29854 0.04736
H: 4.81987 -1.34783 0.92604
H: 3.35740 -1.02270 -0.02717
H: 5.11001 0.68905 -0.48059
H: 3.73879 1.45827 0.33220
H: 5.19824 1.07657 1.24436

Calculated values
**Energy above the lowest of the compared OMol25 structures with the same formula, charge and spin**: 43.1 kcal/mol
**SMILES string**: CCOc1ccc(CCn2c(-c3ccco3)nc3ccccc3c2=O)cc1OCC
**Kohn-Sham gap**: 8.130 eV
**Energy**: -1339.42564 hartree
**Charge**: 0

4.
# C3H5Cl

2 unconnected molecules or ions with the total composition C3H5Cl (ωB97M-V with the def2-TZVPD basis set, the Open Molecules 2025 dataset).

Cartesian coordinates (Å):
C: 2.95914 1.92715 -0.40144
C: 2.91368 0.73159 -0.35495
Cl: 2.93071 -0.89303 0.07119
H: 3.15000 3.02479 -0.45197
C: -0.55680 -0.83335 0.46579
H: -1.26651 -0.99065 1.31894
H: -1.09983 -1.24283 -0.44599
H: -0.35512 0.15846 0.39144
H: 0.39639 -1.43548 0.54521

Calculated values
**Energy above the lowest of the compared OMol25 structures with the same formula, charge and spin**: 50.7 kcal/mol
**SMILES string**: C#CCl.C
**Kohn-Sham gap**: 11.064 eV
**Energy**: -577.39244 hartree
**Charge**: 0